Below is an isolated molecule of C6H11N at a distorted geometry, with properties calculated with ωB97M-V/def2-TZVPD.

Output
Calculated total energy ... -289.9014 Eh
Gap between HOMO and LUMO ... 9.003 eV
Relative energy (zero: lowest compared OMol25 entry of this formula, charge and spin) ... 44.13 kcal per mole
Charge ... 0

Each line ends with the Löwdin charge.
Cartesian coordinates (Å):
1 C 0.292 2.602 2.271  -0.1363
2 C 0.866 1.578 1.350  -0.1839
3 C 0.069 0.816 0.604  -0.1349
4 C 0.617 -0.055 -0.490  -0.2357
5 C -0.346 -1.054 -1.024  -0.1420
6 C -0.203 -2.225 -1.666  -0.2275
7 N -1.251 -3.111 -1.839  0.0205
8 H -0.579 3.056 1.785  0.0704
9 H 1.020 3.437 2.411  0.0729
10 H 0.045 2.366 3.321  0.0720
11 H 1.958 1.719 1.118  0.1202
12 H -0.941 0.598 0.930  0.1080
13 H 1.551 -0.502 -0.099  0.1175
14 H 1.072 0.561 -1.280  0.1129
15 H -1.405 -0.808 -0.898  0.0967
16 H 0.732 -2.485 -2.150  0.1118
17 H -1.302 -3.733 -2.633  0.0757
18 H -2.194 -2.763 -1.712  0.0816

Below is a cluster of 12 separate species, C66H88IN12O3S in total at a distorted geometry, with properties calculated with ωB97M-V/def2-TZVPD.

Output
Calculated total energy ... -4145.2630 Eh
Gap between HOMO and LUMO ... 3.700 eV
Relative energy (zero: lowest compared OMol25 entry of this formula, charge and spin) ... 459.45 kcal per mole
Charge ... +1

Each line ends with the Löwdin charge.
Cartesian coordinates (Å):
1 C 6.493 -4.288 2.837  -0.1583
2 C 5.090 -5.046 2.431  -0.2687
3 C 3.820 -4.044 2.169  -0.2218
4 C 2.339 -4.819 2.229  -0.1901
5 C 1.200 -3.661 2.460  -0.1961
6 C -0.027 -3.681 1.353  -0.1447
7 C 0.468 -2.670 0.125  -0.0158
8 C 0.249 -1.046 0.246  -0.0973
9 C -0.479 -0.250 1.480  -0.2423
10 S 0.538 -0.103 3.046  0.8166
11 O 2.077 -0.079 2.824  -0.4127
12 O 0.095 -1.147 4.145  -0.4472
13 C 0.833 -0.137 -1.030  0.1166
14 C 1.558 -0.831 -2.367  -0.0710
15 O 2.060 0.061 -3.465  -0.1505
16 C 3.521 -0.100 -3.540  -0.1994
17 C 4.379 1.296 -3.490  -0.2805
18 C 5.939 0.855 -3.077  -0.1061
19 C 3.759 2.458 -2.513  -0.3420
20 C 2.870 3.471 -3.503  -0.1002
21 C 4.877 3.420 -1.787  -0.1153
22 C 1.703 -2.494 -2.442  -0.0015
23 C 2.363 -3.289 -3.746  0.0648
24 C 2.524 -4.921 -3.763  -0.0772
25 N 2.010 -5.692 -2.564  -0.5526
26 I 2.230 -7.776 -2.659  0.9303
27 C 1.354 -5.054 -1.328  0.0113
28 C 1.179 -3.421 -1.190  0.0024
29 H 7.398 -5.050 2.805  0.0802
30 H 6.485 -3.853 3.947  0.0876
31 H 6.781 -3.406 2.122  0.0745
32 H 5.304 -5.693 1.472  0.1068
33 H 4.791 -5.752 3.336  0.1138
34 H 3.850 -3.141 2.945  0.1295
35 H 3.895 -3.561 1.083  0.1142
36 H 2.154 -5.519 1.310  0.0832
37 H 2.406 -5.523 3.178  0.1191
38 H 0.833 -3.658 3.576  0.1251
39 H 1.754 -2.616 2.297  0.0835
40 H -0.221 -4.780 1.000  0.0909
41 H -1.006 -3.209 1.829  0.1253
42 H -0.667 0.865 1.098  0.1266
43 H -1.548 -0.688 1.706  0.1297
44 H 0.212 1.169 3.616  0.1091
45 H 0.715 1.045 -0.981  0.1241
46 H 3.760 -0.613 -4.586  0.1333
47 H 3.945 -0.833 -2.723  0.1349
48 H 4.466 1.705 -4.608  0.1463
49 H 6.217 -0.212 -3.530  0.0895
50 H 6.723 1.640 -3.463  0.0944
51 H 6.077 0.755 -1.913  0.0831
52 H 3.078 1.921 -1.703  0.1273
53 H 3.623 3.754 -4.384  0.0957
54 H 2.481 4.416 -2.920  0.0802
55 H 2.001 2.823 -3.982  0.0842
56 H 5.670 2.846 -1.138  0.0780
57 H 5.406 4.119 -2.572  0.0976
58 H 4.289 4.135 -1.046  0.0761
59 H 2.708 -2.607 -4.654  0.1145
60 H 3.005 -5.435 -4.708  0.1257
61 H 0.982 -5.800 -0.507  0.0932
62 N -2.237 -6.974 -0.518  -0.0087
63 C -2.896 -8.104 -0.107  -0.1480
64 C -3.989 -7.713 0.634  -0.0976
65 C -3.992 -6.298 0.666  -0.1022
66 C -2.901 -5.868 -0.055  -0.1728
67 H -1.393 -6.959 -1.076  0.1256
68 H -2.530 -9.086 -0.375  0.1096
69 H -4.706 -8.376 1.100  0.1043
70 H -4.714 -5.661 1.162  0.1012
71 H -2.541 -4.873 -0.278  0.1000
72 N -1.141 -1.356 7.076  0.0052
73 C -2.503 -1.215 7.133  -0.1551
74 C -2.922 -1.627 8.379  -0.1090
75 C -1.771 -2.026 9.100  -0.1076
76 C -0.685 -1.845 8.272  -0.1479
77 H -0.563 -1.133 6.276  0.0981
78 H -3.057 -0.836 6.285  0.1014
79 H -3.945 -1.639 8.730  0.0950
80 H -1.738 -2.403 10.114  0.0943
81 H 0.370 -2.023 8.432  0.0933
82 N 4.806 7.186 -1.174  -0.0029
83 C 5.990 7.621 -0.638  -0.1319
84 C 6.710 8.235 -1.637  -0.1053
85 C 5.931 8.175 -2.817  -0.1085
86 C 4.759 7.525 -2.502  -0.1622
87 H 4.080 6.694 -0.670  0.1242
88 H 6.219 7.454 0.407  0.1080
89 H 7.691 8.681 -1.528  0.0952
90 H 6.195 8.565 -3.791  0.0769
91 H 3.898 7.273 -3.107  0.1033
92 N -4.473 -11.595 -2.192  -0.0021
93 C -5.131 -12.725 -1.781  -0.1424
94 C -6.224 -12.334 -1.040  -0.1109
95 C -6.228 -10.919 -1.008  -0.1123
96 C -5.137 -10.489 -1.730  -0.1510
97 H -3.629 -11.580 -2.750  0.1446
98 H -4.766 -13.707 -2.049  0.1058
99 H -6.942 -12.997 -0.574  0.0938
100 H -6.949 -10.283 -0.512  0.0919
101 H -4.777 -9.494 -1.952  0.0829
102 N -5.853 -5.765 -4.535  -0.0042
103 C -6.808 -6.618 -4.048  -0.1298
104 C -6.326 -7.179 -2.887  -0.1030
105 C -5.036 -6.641 -2.663  -0.1123
106 C -4.770 -5.768 -3.694  -0.1440
107 H -5.934 -5.218 -5.383  0.1481
108 H -7.747 -6.754 -4.569  0.1099
109 H -6.847 -7.897 -2.267  0.0902
110 H -4.373 -6.865 -1.837  0.0471
111 H -3.906 -5.153 -3.902  0.0979
112 N 1.381 -2.292 11.418  -0.0039
113 C 1.578 -3.031 12.556  -0.1438
114 C 1.219 -2.255 13.635  -0.1150
115 C 0.784 -1.006 13.131  -0.1137
116 C 0.892 -1.057 11.759  -0.1511
117 H 1.566 -2.608 10.475  0.1323
118 H 1.958 -4.042 12.499  0.1039
119 H 1.264 -2.557 14.674  0.0919
120 H 0.430 -0.161 13.707  0.0922
121 H 0.664 -0.323 10.999  0.1036
122 N -5.740 -2.530 4.596  -0.0094
123 C -7.102 -2.389 4.653  -0.1479
124 C -7.521 -2.802 5.899  -0.1112
125 C -6.370 -3.200 6.620  -0.1085
126 C -5.284 -3.019 5.793  -0.1523
127 H -5.162 -2.308 3.796  0.1388
128 H -7.656 -2.010 3.805  0.1030
129 H -8.544 -2.813 6.250  0.0936
130 H -6.336 -3.577 7.634  0.0948
131 H -4.229 -3.197 5.952  0.0966
132 N 0.280 8.847 -1.373  0.0173
133 C -0.850 8.281 -0.843  -0.1358
134 C -0.475 7.152 -0.148  -0.1260
135 C 0.931 7.036 -0.259  -0.1243
136 C 1.372 8.098 -1.018  -0.1411
137 H 0.305 9.686 -1.937  0.1547
138 H -1.822 8.728 -1.005  0.1039
139 H -1.142 6.485 0.381  0.0876
140 H 1.555 6.263 0.169  0.0801
141 H 2.366 8.382 -1.336  0.0883
142 N 7.077 9.832 -6.765  -0.0043
143 C 6.773 8.524 -7.041  -0.1536
144 C 7.584 8.106 -8.072  -0.1179
145 C 8.410 9.199 -8.428  -0.1152
146 C 8.078 10.250 -7.603  -0.1406
147 H 6.633 10.399 -6.055  0.1446
148 H 6.007 8.004 -6.481  0.0979
149 H 7.581 7.121 -8.520  0.0896
150 H 9.166 9.217 -9.202  0.0922
151 H 8.466 11.258 -7.541  0.1064
152 N -4.853 5.945 -1.019  -0.0029
153 C -6.078 6.520 -1.233  -0.1396
154 C -5.886 7.676 -1.956  -0.1124
155 C -4.496 7.799 -2.192  -0.1246
156 C -3.882 6.715 -1.605  -0.1444
157 H -4.690 5.086 -0.510  0.1443
158 H -6.980 6.059 -0.851  0.1062
159 H -6.663 8.356 -2.280  0.0952
160 H -3.997 8.593 -2.733  0.0862
161 H -2.841 6.428 -1.553  0.0876
162 N -5.393 9.035 -6.655  0.0010
163 C -4.374 9.767 -7.206  -0.1424
164 C -3.197 9.377 -6.607  -0.1173
165 C -3.517 8.370 -5.665  -0.1289
166 C -4.880 8.177 -5.718  -0.1455
167 H -6.371 9.115 -6.902  0.1490
168 H -4.573 10.502 -7.975  0.1060
169 H -2.215 9.774 -6.825  0.0894
170 H -2.828 7.842 -5.019  0.0872
171 H -5.526 7.504 -5.169  0.1039

Below is a cluster of 2 separate species, C3H2N2 in total at a distorted geometry, with properties calculated with ωB97M-V/def2-TZVPD.

Output
Calculated total energy ... -224.8411 Eh
Gap between HOMO and LUMO ... 8.203 eV
Relative energy (zero: lowest compared OMol25 entry of this formula, charge and spin) ... 97.97 kcal per mole
Charge ... 0

Each line ends with the Löwdin charge.
Cartesian coordinates (Å):
1 C 1.306 0.336 0.989  -0.4039
2 C -1.528 0.333 -1.073  0.0682
3 C 0.669 -0.922 0.736  0.0028
4 N 1.651 1.333 1.492  0.1030
5 N -0.795 -0.297 -0.480  0.0781
6 H -2.279 0.952 -1.661  0.1216
7 H 0.976 -1.735 -0.003  0.0302

Below is a cluster of 2 separate species, C4H7ClOS2 in total at a distorted geometry, with properties calculated with ωB97M-V/def2-TZVPD.

Output
Calculated total energy ... -1488.3421 Eh
Gap between HOMO and LUMO (spin up / spin down) ... 7.201 / 7.202 eV
Relative energy (zero: lowest compared OMol25 entry of this formula, charge and spin) ... 37.90 kcal per mole
Charge ... 0

Each line ends with the Löwdin charge.
Cartesian coordinates (Å):
1 C -1.242 -1.481 0.364  -0.3960
2 C 0.447 -0.262 -1.093  -0.0906
3 C -0.292 0.711 1.154  -0.5114
4 C -0.450 -0.308 0.087  -0.3989
5 O -1.990 -1.597 1.318  -0.0708
6 S -0.298 2.451 0.574  0.7032
7 S -2.663 0.482 -1.041  0.2527
8 Cl -3.977 -0.170 0.282  0.1621
9 H -1.153 -2.278 -0.395  0.1332
10 H 0.549 0.763 -1.453  0.0650
11 H 1.443 -0.609 -0.810  0.1035
12 H 0.073 -0.889 -1.896  0.0842
13 H -1.057 0.593 1.921  0.0803
14 H 0.698 0.608 1.613  0.0943
15 H -1.517 2.396 0.037  -0.2108

Below is an isolated molecule of C13H14F2 at a distorted geometry, with properties calculated with ωB97M-V/def2-TZVPD.

Output
Calculated total energy ... -703.4087 Eh
Gap between HOMO and LUMO (spin up / spin down) ... 7.275 / 8.034 eV
2S+1 ... 3
Relative energy (zero: lowest compared OMol25 entry of this formula, charge and spin) ... 0.00 kcal per mole
Charge ... 0

Each line ends with the Löwdin spin population.
Cartesian coordinates (Å):
1 C -0.676 -2.081 0.408  0.0525
2 C -1.079 -2.233 1.696  0.1560
3 C -0.794 0.119 2.145  0.1085
4 C -0.093 1.601 0.323  0.4319
5 C -0.306 -0.804 -0.051  0.1440
6 C -0.382 0.357 0.790  0.0685
7 C -1.143 -1.116 2.584  0.0455
8 C 0.254 -0.566 -1.517  0.5721
9 C 0.159 1.883 -1.122  0.0576
10 C 0.832 0.745 -1.909  0.0699
11 C -1.619 -1.331 3.990  0.0016
12 C 2.333 0.713 -1.545  0.0470
13 C 0.673 0.978 -3.417  0.0155
14 F 0.445 -1.629 -2.296  0.1324
15 F -1.082 2.186 -1.711  0.0449
16 H -0.611 -2.921 -0.267  -0.0006
17 H -1.344 -3.210 2.074  0.0082
18 H -0.849 0.970 2.810  0.0030
19 H -0.206 2.461 0.964  0.0210
20 H 0.746 2.802 -1.249  0.0052
21 H -1.466 -2.362 4.300  0.0000
22 H -2.686 -1.112 4.060  0.0006
23 H -1.097 -0.671 4.678  0.0000
24 H 2.832 -0.075 -2.105  0.0010
25 H 2.462 0.526 -0.482  0.0036
26 H 2.797 1.664 -1.794  0.0068
27 H -0.381 1.023 -3.679  0.0015
28 H 1.137 0.167 -3.974  0.0004
29 H 1.143 1.915 -3.701  0.0011

Below is a structure of composition C27H58NP3Pt at a distorted geometry, with properties calculated with ωB97M-V/def2-TZVPD.

Output
Calculated total energy ... -2260.7263 Eh
Gap between HOMO and LUMO (spin up / spin down) ... 5.815 / 5.157 eV
2S+1 ... 5
Relative energy (zero: lowest compared OMol25 entry of this formula, charge and spin) ... 127.09 kcal per mole
Charge ... +2

Each line ends with the Löwdin spin population.
Cartesian coordinates (Å):
1 P 3.061 1.439 0.172  0.0650
2 P 2.017 1.082 -2.860  0.4968
3 C 4.102 2.006 -1.269  0.0111
4 C 3.318 2.284 -2.555  0.0795
5 H 4.916 1.284 -1.429  0.0011
6 H 4.609 2.915 -0.948  -0.0008
7 H 2.817 3.253 -2.557  0.0063
8 H 4.023 2.312 -3.400  0.0087
9 C 2.763 0.419 -4.499  0.0585
10 H 2.150 -0.266 -5.107  0.0004
11 H 3.707 -0.107 -4.254  0.0012
12 H 3.023 1.283 -5.143  0.0136
13 C 0.427 1.858 -3.261  0.0756
14 H 0.366 2.155 -4.315  0.0148
15 H 0.294 2.725 -2.596  0.0044
16 H -0.393 1.149 -3.073  0.0037
17 C 4.501 1.159 1.324  0.0057
18 H 4.352 1.514 2.344  0.0008
19 H 5.338 1.704 0.891  0.0000
20 H 4.768 0.106 1.357  0.0021
21 C 2.617 3.068 0.782  0.0219
22 H 1.635 3.336 0.241  0.0066
23 H 3.406 3.798 0.597  0.0023
24 H 2.535 2.879 1.859  0.0001
25 Pt 0.053 2.269 0.307  0.2243
26 C 1.354 -1.952 -2.979  0.0199
27 C 2.136 -2.938 -3.437  0.0732
28 C 2.775 -3.914 -2.497  0.0425
29 C 3.677 -3.255 -1.375  0.1254
30 C 3.791 -1.777 -1.424  0.6940
31 C 3.033 -1.235 -0.439  0.6833
32 C 1.567 -0.854 -0.570  0.2186
33 C 0.930 -1.873 -1.494  0.0225
34 C 0.357 2.704 2.388  -0.0122
35 H 0.811 -1.273 -3.654  0.0021
36 H 2.218 -3.161 -4.509  0.0028
37 H 3.379 -4.636 -3.052  0.0023
38 H 1.953 -4.509 -2.026  0.0026
39 H 3.173 -3.526 -0.409  0.0046
40 H 4.736 -3.657 -1.244  0.0277
41 H 4.458 -1.277 -2.163  0.0438
42 H 3.281 -1.474 0.603  0.0504
43 H 1.398 0.074 -1.115  0.0669
44 H 1.016 -0.701 0.386  0.0110
45 H 1.074 -2.828 -0.969  0.0050
46 H -0.131 -1.624 -1.595  0.0014
47 H -0.622 2.991 2.807  -0.0008
48 H 1.066 3.496 2.627  -0.0010
49 H 0.745 1.721 2.700  -0.0012
50 C -5.029 0.886 0.850  0.0060
51 C -3.589 1.426 0.945  0.0232
52 C -3.315 2.196 -0.364  0.0059
53 C -3.417 2.440 2.084  0.0006
54 P -2.387 0.040 1.319  0.0674
55 N -0.910 0.673 0.757  0.6504
56 C -2.364 -0.601 3.132  0.0183
57 C -3.816 -0.836 3.602  0.0017
58 C -1.567 -1.910 3.298  0.0009
59 C -1.688 0.388 4.101  0.0017
60 C -2.558 -1.474 0.252  0.0020
61 C -2.709 -0.987 -1.199  0.0029
62 C -1.249 -2.249 0.456  0.0073
63 C -3.718 -2.375 0.661  0.0010
64 H -5.725 1.732 0.739  0.0023
65 H -5.336 0.311 1.728  0.0001
66 H -5.163 0.263 -0.043  0.0002
67 H -4.050 3.018 -0.415  -0.0001
68 H -2.301 2.637 -0.328  0.0076
69 H -3.411 1.580 -1.265  -0.0001
70 H -3.721 2.039 3.058  0.0000
71 H -2.376 2.790 2.140  0.0000
72 H -4.036 3.316 1.842  0.0006
73 H -4.332 -1.563 2.966  0.0001
74 H -3.754 -1.271 4.610  0.0009
75 H -4.401 0.092 3.661  0.0000
76 H -0.526 -1.822 2.952  0.0004
77 H -1.544 -2.127 4.376  0.0003
78 H -2.065 -2.757 2.821  0.0001
79 H -0.621 0.510 3.877  0.0012
80 H -2.152 1.376 4.162  0.0001
81 H -1.767 -0.042 5.113  0.0002
82 H -1.908 -0.290 -1.500  0.0018
83 H -2.689 -1.859 -1.873  0.0001
84 H -3.671 -0.483 -1.343  0.0000
85 H -1.309 -3.124 1.111  0.0003
86 H -0.948 -2.684 -0.493  0.0006
87 H -0.461 -1.575 0.814  0.0052
88 H -3.532 -2.860 1.626  0.0000
89 H -4.646 -1.801 0.696  0.0000
90 H -3.820 -3.168 -0.095  0.0002

> Which of these has the highest charge?

C27H58NP3Pt

> Look up the relative energy (zero: lowest compared OMol25 entry of this formula, charge and spin) of the fifth one.

0.00 kcal per mole

> The lowest calculated total energy belongs to which entry?

C66H88IN12O3S